{"formula": "C20H44IN3O2", "method": "the ωB97M-V functional and the def2-TZVPD basis", "elements": ["C", "C", "C", "C", "C", "C", "C", "C", "C", "C", "C", "C", "C", "C", "C", "C", "C", "O", "C", "C", "N", "I", "H", "H", "H", "H", "H", "H", "H", "H", "H", "H", "H", "H", "H", "H", "H", "H", "H", "H", "H", "H", "H", "H", "H", "H", "H", "H", "H", "H", "H", "H", "H", "H", "H", "H", "H", "H", "H", "H", "H", "H", "N", "C", "N", "O", "H", "H", "H", "H"], "xyz": [[2.00251, 1.36389, -3.24283], [1.61771, 2.23209, -4.43388], [0.11700, 2.31713, -4.70704], [-0.61811, 0.98691, -4.94624], [-1.90212, 0.82297, -4.11303], [-1.72700, 0.17015, -2.72335], [-2.70360, 0.75254, -1.67850], [-2.07352, 1.69278, -0.65771], [-1.17218, 1.00573, 0.37719], [-0.38575, 2.01050, 1.23959], [-0.25852, 1.62893, 2.72084], [0.83443, 0.63512, 3.16151], [2.17808, 0.70777, 2.43228], [2.30113, -0.22098, 1.22064], [2.08119, -1.71509, 1.49584], [2.88606, -2.30726, 2.66435], [2.11089, -3.35432, 3.48323], [2.23661, -3.17805, 4.88580], [3.47966, -3.57633, 5.38659], [3.43420, -3.71834, 6.90236], [2.68489, -2.65646, 7.52506], [2.47560, -5.57763, 7.42431], [1.60787, 1.79622, -2.31879], [1.61969, 0.34565, -3.31773], [3.08484, 1.30166, -3.13385], [2.14739, 1.89623, -5.33036], [1.98083, 3.24452, -4.23344], [-0.35679, 2.83662, -3.86723], [-0.01449, 2.95286, -5.58482], [0.03827, 0.13107, -4.76775], [-0.90133, 0.92357, -5.99965], [-2.36262, 1.80354, -3.98536], [-2.59128, 0.20326, -4.69160], [-1.90221, -0.90272, -2.82549], [-0.69054, 0.28429, -2.39291], [-3.46985, 1.29260, -2.23886], [-3.22937, -0.05027, -1.15139], [-2.87856, 2.18069, -0.09841], [-1.51743, 2.48314, -1.17495], [-1.80339, 0.39063, 1.02284], [-0.47967, 0.34037, -0.14537], [-0.92829, 2.96170, 1.21390], [0.58173, 2.20865, 0.77294], [-1.22009, 1.18635, 3.00075], [-0.17208, 2.53937, 3.31685], [1.02132, 0.82666, 4.22150], [0.43585, -0.38118, 3.12549], [2.36676, 1.73176, 2.09714], [2.97781, 0.48203, 3.14036], [3.27240, -0.05709, 0.74810], [1.55016, 0.08150, 0.48480], [1.01311, -1.89049, 1.63931], [2.34844, -2.25120, 0.58187], [3.21835, -1.53199, 3.35272], [3.77687, -2.78461, 2.25132], [1.04209, -3.28031, 3.28784], [2.44061, -4.36852, 3.22914], [4.26065, -2.84213, 5.13343], [3.77784, -4.53442, 4.94804], [4.46371, -3.79053, 7.25679], [2.75131, -2.70115, 8.53069], [2.99780, -1.75066, 7.20010], [-6.25105, -0.19635, -4.14709], [-5.97444, 1.12524, -4.37169], [-6.42740, 1.62704, -5.56143], [-5.36070, 1.80402, -3.56894], [-6.74993, -0.77635, -4.79343], [-5.92792, -0.58944, -3.28351], [-6.23519, 2.59177, -5.75250], [-6.93025, 1.08437, -6.23640]], "nbo_charge": [-0.611, -0.389, -0.398, -0.404, -0.389, -0.407, -0.414, -0.383, -0.400, -0.403, -0.389, -0.408, -0.407, -0.381, -0.402, -0.450, -0.049, -0.529, -0.101, -0.117, -0.844, 0.031, 0.200, 0.200, 0.209, 0.191, 0.199, 0.193, 0.205, 0.193, 0.201, 0.203, 0.198, 0.200, 0.193, 0.241, 0.188, 0.200, 0.191, 0.192, 0.192, 0.203, 0.198, 0.199, 0.199, 0.208, 0.196, 0.205, 0.196, 0.199, 0.203, 0.195, 0.207, 0.211, 0.203, 0.188, 0.163, 0.167, 0.183, 0.189, 0.369, 0.367, -0.851, 0.776, -0.850, -0.662, 0.386, 0.410, 0.409, 0.386], "fmax_ev_per_a": 0.45, "homo_ev": -9.14, "gap_ha": 0.3609, "smiles": "CCCCCCCCCCCCCCCCCOC[C@@H](N)I.NC(N)=O", "e_lumo_ha": 0.02489}



{"formula": "C2H3O4PS", "method": "the ωB97M-V functional and the def2-TZVPD basis", "elements": ["C", "C", "O", "O", "O", "O", "P", "S", "H", "H", "H"], "xyz": [[0.49946, 0.19011, -0.00639], [-1.93306, 0.31428, 1.49658], [3.11801, 0.52177, -1.48810], [1.01070, 0.14577, -2.91472], [0.68027, -0.63743, 0.82182], [2.10640, -1.86736, -1.57643], [1.98278, -0.37501, -1.87547], [-1.13011, 1.28905, 0.23108], [-2.21437, 0.92749, 2.41079], [-1.31993, -0.40849, 1.88931], [-2.80015, -0.10019, 1.01153]], "nbo_charge": [0.167, -0.761, -1.194, -1.186, -0.659, -1.180, 2.404, -0.154, 0.168, 0.206, 0.189], "total_charge": -2, "fmax_ev_per_a": 3.37, "homo_ev": 0.55, "gap_ha": 0.1919, "e_lumo_ha": 0.21214}



{"formula": "C38H83Br4N7O4", "method": "the ωB97M-V functional and the def2-TZVPD basis", "elements": ["C", "C", "N", "C", "C", "C", "C", "C", "O", "C", "H", "H", "H", "H", "H", "H", "H", "H", "H", "H", "H", "H", "H", "H", "H", "H", "H", "H", "H", "H", "C", "C", "N", "C", "C", "C", "C", "C", "O", "C", "H", "H", "H", "H", "H", "H", "H", "H", "H", "H", "H", "H", "H", "H", "H", "H", "H", "H", "H", "H", "C", "O", "N", "C", "C", "H", "H", "H", "H", "H", "H", "H", "C", "O", "N", "C", "C", "H", "H", "H", "H", "H", "H", "H", "C", "C", "C", "C", "N", "H", "H", "H", "H", "H", "H", "H", "C", "C", "C", "C", "N", "H", "H", "H", "H", "H", "H", "H", "C", "C", "C", "C", "N", "H", "H", "H", "H", "H", "H", "H", "Br", "C", "C", "Br", "H", "H", "H", "H", "Br", "C", "C", "Br", "H", "H", "H", "H"], "xyz": [[2.06381, 2.44880, -18.37516], [0.82387, 2.91257, -19.25022], [-0.44489, 3.32483, -18.49927], [-0.02966, 4.74227, -17.93540], [-1.53300, 3.66527, -19.59979], [-3.00009, 4.16993, -19.04260], [-0.87839, 2.25821, -17.47101], [-1.07978, 0.82357, -17.96748], [-2.00081, 0.58707, -19.00658], [-2.45563, -0.74987, -19.16899], [1.93718, 1.44538, -17.96869], [2.08974, 2.93251, -17.39871], [2.95572, 2.50165, -18.99951], [0.51043, 2.13219, -19.94367], [1.18908, 3.70001, -19.90951], [-0.76451, 5.19429, -17.26923], [0.07669, 5.43358, -18.77139], [0.87475, 4.68760, -17.32947], [-1.70091, 2.66730, -20.00472], [-1.00529, 4.21351, -20.38022], [-3.67509, 4.30368, -19.88793], [-2.86725, 5.10907, -18.50550], [-3.35407, 3.40717, -18.34907], [-1.77534, 2.69471, -17.03166], [-0.03001, 2.33247, -16.79068], [-1.21549, 0.18774, -17.09260], [-0.12122, 0.60883, -18.43988], [-2.62450, -0.94451, -20.22809], [-3.40168, -1.05151, -18.71943], [-1.69894, -1.50683, -18.96274], [-11.79295, -5.84417, -21.31250], [-10.82595, -4.62488, -21.32249], [-11.52283, -3.29195, -20.87936], [-10.56522, -2.05834, -20.63706], [-12.48604, -2.84074, -21.98526], [-11.85320, -2.28607, -23.37211], [-12.26149, -3.61000, -19.58541], [-11.33122, -3.68478, -18.25310], [-10.24139, -4.51464, -18.52588], [-9.28502, -4.47884, -17.46716], [-11.67626, -6.38935, -20.37588], [-11.71283, -6.60993, -22.08406], [-12.82478, -5.58114, -21.54542], [-10.34765, -4.36053, -22.26560], [-9.99927, -4.76921, -20.62688], [-9.75613, -2.23664, -19.92876], [-11.09481, -1.15989, -20.32017], [-10.00205, -1.79152, -21.53134], [-13.02110, -1.99395, -21.55542], [-13.20752, -3.63479, -22.17779], [-12.59892, -1.62796, -23.81808], [-11.76613, -3.05563, -24.13912], [-10.94261, -1.68941, -23.31812], [-12.99170, -4.41386, -19.67880], [-12.89564, -2.73811, -19.42490], [-11.96227, -4.11324, -17.47445], [-11.31177, -2.65996, -17.88234], [-8.34774, -4.99991, -17.66234], [-9.56921, -4.91188, -16.50809], [-8.89782, -3.47039, -17.32159], [-8.38341, 1.13582, -12.45508], [-7.36889, 1.79437, -12.75980], [-9.71139, 1.57579, -12.55167], [-10.78214, 0.72553, -12.08627], [-10.12416, 2.80895, -13.10107], [-8.22782, 0.09160, -12.14265], [-11.13834, 1.08857, -11.12221], [-10.44067, -0.26079, -11.77214], [-11.66151, 0.44595, -12.66648], [-10.57418, 3.40194, -12.30486], [-9.29636, 3.33036, -13.58168], [-10.81953, 2.57431, -13.90699], [2.53037, 12.76000, -24.17802], [3.41986, 13.50002, -24.60755], [2.14371, 12.80589, -22.84236], [0.76961, 12.47972, -22.35394], [3.01118, 13.47676, -21.92117], [1.87331, 12.04714, -24.69986], [0.80217, 11.66465, -21.63096], [0.27616, 11.97321, -23.18344], [0.18936, 13.33898, -22.01767], [2.48444, 14.32498, -21.48395], [3.26236, 12.80046, -21.10408], [3.96508, 13.83916, -22.30438], [10.36716, 6.38634, -23.13173], [9.89513, 7.54787, -24.05648], [8.42411, 7.83899, -24.10808], [7.80894, 7.92428, -22.80188], [7.36893, 8.02486, -21.71267], [10.11425, 6.63166, -22.10025], [11.43397, 6.25970, -23.31606], [9.91435, 5.40556, -23.27712], [10.23918, 7.59486, -25.08969], [10.37901, 8.32041, -23.45887], [7.78273, 7.10094, -24.58975], [8.27471, 8.74249, -24.69924], [5.74121, 12.99544, -13.15507], [6.14596, 11.52382, -13.36614], [4.70117, 10.70531, -13.23181], [3.64677, 11.24389, -14.08337], [2.85198, 11.78856, -14.75885], [6.55255, 13.70159, -13.33166], [5.42007, 13.23594, -12.14159], [4.96041, 13.34244, -13.83185], [6.79859, 11.09826, -12.60385], [6.61947, 11.40562, -14.34078], [4.29436, 10.53541, -12.23494], [4.80004, 9.71530, -13.67701], [-14.69528, 8.11073, -15.92489], [-15.31824, 7.68537, -17.29134], [-14.41129, 8.05439, -18.52949], [-13.09835, 7.27193, -18.61205], [-12.08127, 6.66230, -18.70013], [-14.04417, 7.25540, -15.74440], [-15.35566, 8.24427, -15.06806], [-14.12676, 9.03617, -16.01666], [-16.26321, 8.21297, -17.42081], [-15.67650, 6.66182, -17.18136], [-14.12414, 9.10212, -18.61839], [-14.81088, 7.73877, -19.49324], [4.80211, 0.02547, -25.77827], [5.92035, -1.25476, -24.80789], [5.75915, -2.65721, -25.38555], [3.97957, -3.31604, -25.30128], [5.47764, -1.08220, -23.82691], [6.93747, -0.88238, -24.93004], [6.33303, -3.35344, -24.77399], [6.05739, -2.69660, -26.43321], [-8.87800, 4.98298, -26.22483], [-7.09923, 5.85094, -25.99843], [-5.93634, 4.97411, -26.44603], [-4.20366, 6.04548, -26.28372], [-7.01226, 6.16703, -24.95890], [-7.20295, 6.83803, -26.44900], [-5.91977, 4.68473, -27.49679], [-5.88975, 4.03168, -25.90035]], "lowdin_charge": [-0.034, -0.164, -0.233, 0.034, -0.094, -0.005, -0.048, -0.186, -0.185, -0.086, 0.068, 0.069, 0.095, 0.124, 0.126, 0.100, 0.110, 0.094, 0.096, 0.121, 0.082, 0.065, 0.063, 0.129, 0.131, 0.145, 0.112, 0.090, 0.090, 0.094, -0.045, -0.108, -0.229, 0.043, -0.121, -0.032, -0.068, -0.189, -0.195, -0.078, 0.089, 0.090, 0.069, 0.122, 0.110, 0.098, 0.116, 0.086, 0.118, 0.118, 0.081, 0.076, 0.064, 0.124, 0.123, 0.130, 0.123, 0.093, 0.099, 0.091, -0.275, -0.026, -0.211, -0.088, -0.067, 0.128, 0.091, 0.078, 0.088, 0.100, 0.092, 0.091, -0.298, 0.003, -0.206, -0.046, -0.080, 0.126, 0.078, 0.072, 0.089, 0.088, 0.086, 0.089, -0.101, -0.247, -0.220, -0.237, 0.132, 0.068, 0.072, 0.066, 0.112, 0.110, 0.121, 0.124, -0.133, -0.170, -0.166, -0.268, 0.130, 0.068, 0.076, 0.060, 0.095, 0.100, 0.112, 0.096, -0.103, -0.239, -0.160, -0.213, 0.097, 0.065, 0.070, 0.071, 0.094, 0.102, 0.112, 0.103, 0.564, -0.664, -0.736, 0.625, 0.036, 0.060, 0.056, 0.059, 0.566, -0.688, -0.609, 0.530, 0.049, 0.050, 0.048, 0.055], "total_charge": 2, "fmax_ev_per_a": 4.49, "homo_ev": -10.94, "gap_ha": 0.2710, "e_lumo_ha": -0.13111}



{"formula": "C23H32HfI2N7O", "method": "the ωB97M-V functional and the def2-TZVPD basis", "elements": ["Hf", "N", "C", "C", "N", "C", "C", "N", "H", "H", "H", "H", "H", "H", "H", "H", "H", "H", "H", "H", "H", "N", "C", "C", "C", "N", "H", "H", "H", "H", "H", "H", "H", "H", "H", "H", "I", "C", "C", "C", "I", "C", "C", "C", "C", "N", "C", "C", "O", "H", "H", "H", "H", "N", "C", "C", "C", "C", "C", "C", "C", "H", "H", "H", "H", "H"], "xyz": [[-0.05105, 0.29698, 0.59490], [-1.03085, -0.72913, 2.49113], [-1.81610, 0.20313, 3.34898], [-2.72791, 0.99449, 2.44165], [-1.92658, 1.66350, 1.37404], [-1.46017, 3.04175, 1.73564], [0.00864, 3.04702, 2.09532], [0.77047, 2.43566, 0.97062], [-0.24231, -1.10554, 3.01580], [-1.60137, -1.55018, 2.29545], [-2.38904, -0.33748, 4.10159], [-1.11500, 0.84898, 3.87805], [-3.43840, 0.32511, 1.95106], [-3.31042, 1.72373, 3.00563], [-2.54394, 1.77688, 0.57629], [-1.62469, 3.68754, 0.87146], [-2.05914, 3.44227, 2.55376], [0.34605, 4.06523, 2.29016], [0.21504, 2.46123, 2.99292], [0.75898, 3.07548, 0.17826], [1.75191, 2.33217, 1.25073], [-1.16602, -1.51619, -0.31542], [-1.24426, -1.84201, -1.77584], [0.12006, -2.10431, -2.38621], [1.02742, -0.89209, -2.46850], [1.41700, -0.42096, -1.10334], [-0.55231, -2.19890, 0.16224], [-2.09615, -1.65799, 0.07367], [-1.74167, -1.01370, -2.28014], [-1.87223, -2.72418, -1.89765], [-0.04057, -2.47167, -3.40099], [0.62397, -2.91605, -1.85174], [0.53446, -0.07130, -2.98742], [1.93178, -1.13799, -3.02462], [2.16370, 0.26969, -1.20304], [1.89942, -1.19891, -0.64266], [3.98784, 1.50760, 2.72198], [3.63621, -0.53923, 2.56383], [4.63051, -1.42993, 3.01741], [4.44221, -2.78428, 2.92835], [5.94983, -4.02789, 3.62414], [3.23861, -3.30383, 2.36373], [2.96357, -4.68509, 2.23086], [1.78897, -5.09890, 1.67206], [0.87982, -4.12509, 1.22958], [1.08016, -2.82673, 1.33042], [2.24913, -2.40552, 1.90240], [2.47345, -1.00668, 2.02882], [1.48957, -0.17551, 1.59799], [5.54533, -1.03595, 3.43707], [3.69299, -5.40579, 2.57581], [1.55433, -6.14778, 1.56335], [-0.05318, -4.44161, 0.77134], [-0.89292, 1.41117, -1.28444], [-1.27447, 1.89975, -2.26171], [-1.74229, 2.49331, -3.46010], [-0.80740, 2.97547, -4.38796], [-1.26977, 3.55280, -5.55370], [-2.63896, 3.64717, -5.78470], [-3.56223, 3.16776, -4.85981], [-3.12271, 2.58565, -3.68775], [0.25417, 2.90209, -4.19158], [-0.56721, 3.93281, -6.28198], [-2.99268, 4.10300, -6.70009], [-4.62189, 3.25082, -5.05613], [-3.82970, 2.20813, -2.96104]], "nbo_charge": [2.468, -0.892, -0.241, -0.235, -0.710, -0.241, -0.238, -0.924, 0.435, 0.406, 0.253, 0.221, 0.219, 0.245, 0.417, 0.228, 0.245, 0.254, 0.221, 0.414, 0.439, -0.951, -0.213, -0.443, -0.214, -0.896, 0.441, 0.410, 0.209, 0.234, 0.273, 0.223, 0.205, 0.236, 0.419, 0.419, 0.240, -0.153, -0.260, -0.122, 0.297, -0.140, -0.072, -0.249, 0.080, -0.549, 0.181, 0.179, -0.910, 0.263, 0.260, 0.261, 0.196, -0.633, 0.560, -0.207, -0.150, -0.192, -0.100, -0.192, -0.150, 0.231, 0.257, 0.256, 0.257, 0.230], "total_charge": 3, "fmax_ev_per_a": 0.51, "homo_ev": -15.28, "gap_ha": 0.2482, "e_lumo_ha": -0.31345}



{"formula": "C3H4N4O", "method": "the ωB97M-V functional and the def2-TZVPD basis", "elements": ["C", "C", "C", "H", "H", "H", "H", "N", "N", "N", "N", "O"], "xyz": [[-1.72007, -1.40842, -0.80035], [-0.17579, 0.55937, 0.97893], [1.36976, 0.50326, -0.58555], [-1.87319, -2.26495, 0.62714], [-2.54194, -1.50962, -1.73874], [-0.95592, 0.33647, 1.80128], [2.46590, 1.52444, 0.88853], [-0.67470, -0.62154, -1.19065], [0.15270, -0.08934, -0.13266], [0.57405, 1.51662, 1.41814], [1.58816, 1.29748, 0.47730], [1.79104, 0.15624, -1.74336]], "nbo_charge": [-0.075, 0.186, 0.718, 0.168, 0.245, 0.220, 0.415, -0.226, -0.320, -0.252, -0.473, -0.605], "fmax_ev_per_a": 7.39, "homo_ev": -9.19, "gap_ha": 0.3213, "e_lumo_ha": -0.01629}